Entry 1:
Molecular formula: C39H26BF15GeN6PdS3
Method: DFT, ωB97M-V/def2-TZVPD

Last column: Mulliken charge in e.
Geometry (Å):
1 Pd 0.002 -0.564 1.259  0.819
2 Ge -0.504 2.172 -1.635  0.980
3 S -1.522 0.166 2.776  -0.495
4 S -1.684 -0.683 -0.297  -0.372
5 S -0.164 1.649 0.496  -0.257
6 F 3.585 6.732 -1.955  -0.301
7 F -1.907 5.034 -1.077  -0.315
8 F -3.063 0.733 -2.676  -0.376
9 F -0.296 -1.049 -6.812  -0.308
10 F 0.186 4.504 0.324  -0.428
11 F -5.604 1.475 -2.790  -0.382
12 F 0.535 -0.952 -2.229  -0.370
13 F -1.090 1.551 -6.750  -0.318
14 F -4.456 5.754 -1.224  -0.316
15 F 3.405 4.953 -3.998  -0.298
16 F 0.511 -2.270 -4.528  -0.300
17 F 1.652 2.972 -3.909  -0.299
18 F -6.340 3.988 -2.062  -0.323
19 F -1.086 2.897 -4.436  -0.441
20 F 1.956 6.480 0.202  -0.292
21 N 1.859 -1.114 0.156  0.632
22 N 2.330 -2.359 0.457  0.709
23 N -0.451 -2.775 1.812  0.436
24 N 2.134 -1.849 2.904  0.129
25 N 1.426 -0.691 2.836  0.655
26 N 0.626 -3.592 1.847  0.837
27 C -4.105 4.512 -1.556  0.084
28 C 0.935 4.592 -0.778  -0.012
29 C 2.636 0.783 -1.309  -1.093
30 C -0.699 1.611 -4.424  0.894
31 C 2.593 4.847 -2.947  0.168
32 C 2.690 5.753 -1.908  0.656
33 C 3.650 -1.550 -1.104  -1.876
34 C -5.067 3.619 -1.989  0.891
35 C -2.937 -3.055 1.932  -1.350
36 C 1.842 0.111 3.811  0.413
37 C 2.990 -1.780 3.940  1.039
38 C 1.215 -6.006 2.074  -1.274
39 C 1.658 3.829 -2.879  0.752
40 C 0.247 -4.873 1.996  1.119
41 C 2.677 -0.604 -0.765  0.966
42 C -2.784 4.108 -1.475  0.331
43 C 2.833 -0.548 4.544  -1.534
44 C -4.689 2.342 -2.358  0.203
45 C -2.984 0.422 1.850  0.444
46 C -5.407 0.595 0.501  -0.670
47 C -3.360 1.976 -2.268  0.416
48 C -4.304 0.049 -0.129  -1.436
49 C -1.530 -3.548 1.933  0.626
50 C 0.100 -0.295 -3.306  -1.616
51 C -4.089 1.008 2.468  -0.824
52 C -0.307 1.025 -3.228  0.881
53 C 3.928 -2.882 4.305  -1.361
54 C -5.294 1.094 1.796  -0.802
55 C 4.149 -3.931 -0.228  -1.434
56 C 0.107 -1.001 -4.499  0.076
57 C -0.302 -0.383 -5.664  0.564
58 C -1.129 -4.887 2.049  -1.783
59 C 1.312 1.492 4.006  -1.432
60 C 1.858 5.622 -0.811  0.100
61 C 3.405 -2.641 -0.303  0.835
62 C -2.366 2.827 -1.800  -0.809
63 C -3.079 -0.017 0.536  1.144
64 C -0.707 0.941 -5.630  0.542
65 C 0.787 3.672 -1.810  -0.222
66 B 2.015 -2.979 1.842  -0.753
67 H -6.354 0.639 -0.021  0.468
68 H 4.512 -2.582 5.173  0.364
69 H 3.497 -4.773 -0.466  0.223
70 H 4.564 -4.103 0.765  0.228
71 H 2.134 1.462 -0.629  0.138
72 H 2.039 2.087 4.557  0.393
73 H 3.390 -3.798 4.551  0.258
74 H -2.998 -2.019 2.239  0.169
75 H -3.380 -3.148 0.939  0.197
76 H 2.823 -3.821 2.088  -0.182
77 H 1.875 -6.027 1.206  0.202
78 H 1.841 -5.938 2.964  0.235
79 H -1.768 -5.747 2.163  0.485
80 H -3.533 -3.652 2.622  0.458
81 H 4.966 -3.919 -0.947  0.377
82 H 4.615 -3.108 3.490  0.252
83 H 3.371 -0.169 5.396  0.495
84 H -4.387 -0.339 -1.137  0.671
85 H -6.151 1.537 2.286  0.370
86 H 0.669 -6.948 2.110  0.359
87 H 2.149 0.820 -2.286  0.143
88 H 1.115 1.975 3.050  0.109
89 H 3.659 1.131 -1.453  0.485
90 H -4.000 1.372 3.485  0.481
91 H 4.443 -1.431 -1.823  0.518
92 H 0.380 1.485 4.571  0.239

As for the gap between HOMO and LUMO (alpha / beta): 0.2289 / 0.2289 Ha. The calculation puts the molar mass at 1149.7 g mol⁻¹. Its LUMO energy (alpha / beta) is -1.5830 / -1.5844 eV. The calculation puts the calculated total energy at -183747.090 eV. The value obtained for the largest force on an atom is 0.747 eV/A.

Entry 2:
Molecular formula: C6H8
Method: DFT, ωB97M-V/def2-TZVPD

Last column: Mulliken charge in e.
Geometry (Å):
1 C 0.841 0.410 -1.605  -0.636
2 C -0.780 0.001 1.728  -0.412
3 C 0.742 -0.203 -0.236  0.067
4 C 0.269 0.652 0.933  -0.868
5 C -0.236 -0.592 -1.302  -0.534
6 C -1.668 -0.543 2.334  0.080
7 H 1.662 0.112 -2.251  0.258
8 H -1.259 -0.236 -1.196  0.229
9 H -2.455 -1.028 2.867  0.405
10 H 0.545 1.453 -1.706  0.223
11 H 1.490 -0.949 0.027  0.354
12 H -0.149 -1.586 -1.730  0.260
13 H 1.120 0.902 1.579  0.339
14 H -0.122 1.607 0.558  0.234

As for the gap between HOMO and LUMO: 0.4086 Ha. The calculation puts the molar mass at 80.1 g mol⁻¹. Its LUMO energy is 1.1889 eV. The energy above the lowest of the compared OMol25 structures with the same formula, charge and spin comes out at 174.38 kJ/mol. The calculation puts the calculated total energy at -6348.977 eV. Its SMILES is C#CCC1CC1. The value obtained for the largest force on an atom is 0.522 eV/A.

Entry 3:
Molecular formula: C5H12O2
Method: DFT, ωB97M-V/def2-TZVPD

Last column: Mulliken charge in e.
Geometry (Å):
1 O -0.211 -1.811 0.520  -0.537
2 O 1.588 0.233 1.310  -0.579
3 C -0.798 1.268 0.241  -1.044
4 C 1.610 0.689 -0.016  -0.491
5 C 0.220 1.405 -2.037  -1.374
6 C 0.262 1.129 -0.558  0.835
7 C -1.237 -2.350 1.334  -0.616
8 H 2.292 1.548 -0.051  0.388
9 H 0.566 0.536 -2.611  0.304
10 H -0.705 1.092 1.310  0.365
11 H -0.855 -3.276 1.766  0.234
12 H -1.761 1.599 -0.142  0.288
13 H 1.117 -0.621 1.296  0.399
14 H 0.885 2.240 -2.293  0.318
15 H -0.563 -1.009 0.103  0.315
16 H -2.130 -2.590 0.745  0.289
17 H 2.032 -0.070 -0.698  0.290
18 H -1.523 -1.672 2.149  0.261
19 H -0.791 1.659 -2.370  0.355

As for the gap between HOMO and LUMO: 0.3869 Ha. The calculation puts the molar mass at 104.1 g mol⁻¹. Its LUMO energy is 0.8725 eV. The energy above the lowest of the compared OMol25 structures with the same formula, charge and spin comes out at 153.11 kJ/mol. The calculation puts the calculated total energy at -9473.549 eV. Its SMILES is C=C(C)CO.CO. The value obtained for the largest force on an atom is 0.330 eV/A.

Entry 4:
Molecular formula: C20H30N2O8P2RuS3
Method: DFT, ωB97M-V/def2-TZVPD

Last column: Mulliken spin population.
Geometry (Å):
1 Ru 0.398 0.179 0.156  0.921
2 S -2.827 -2.175 1.422  0.002
3 S 2.650 -0.255 0.630  -0.047
4 S 0.565 -2.138 -0.390  0.060
5 P -1.060 0.580 3.113  -0.001
6 P -2.685 1.386 0.784  0.007
7 O -2.958 2.837 0.883  0.000
8 O -1.395 -1.799 1.510  0.006
9 O -2.420 0.711 2.216  0.001
10 O -1.621 0.888 -0.173  0.031
11 O -4.049 0.628 0.340  0.001
12 O -0.958 2.058 3.779  0.000
13 O 0.141 0.576 2.192  0.009
14 O -1.300 -0.431 4.154  0.001
15 N 0.760 0.324 -1.998  -0.033
16 N 1.097 2.353 0.128  0.039
17 C 0.915 2.669 -1.299  -0.005
18 C 4.587 1.545 1.245  0.000
19 C 2.103 -3.114 -2.445  -0.003
20 C 1.459 -2.010 -1.880  -0.006
21 C 1.502 -0.802 -2.571  0.014
22 C 3.082 3.755 0.589  0.001
23 C -2.922 -3.365 3.861  0.000
24 C -3.085 -2.894 -0.227  0.004
25 C 4.397 3.924 0.982  0.000
26 C -4.566 -3.028 -0.543  0.001
27 C -0.518 0.414 -2.751  0.004
28 C 0.262 3.258 0.949  0.012
29 C 2.749 -3.015 -3.666  -0.001
30 C 2.129 -0.705 -3.802  -0.002
31 C 5.148 2.803 1.322  0.000
32 C 3.258 1.359 0.828  -0.001
33 C 2.764 -1.810 -4.354  0.005
34 C 1.533 1.581 -2.139  -0.009
35 C 2.504 2.490 0.524  -0.007
36 C -2.952 -3.713 2.380  0.001
37 H -3.787 -2.757 4.133  0.000
38 H 1.573 1.895 -3.187  0.002
39 H -2.084 -4.305 2.081  0.000
40 H -0.965 -0.578 -2.772  0.000
41 H -5.072 -2.073 -0.391  0.000
42 H -4.710 -3.330 -1.581  0.000
43 H 6.175 2.913 1.649  0.000
44 H 1.369 3.636 -1.545  0.000
45 H 4.826 4.916 1.036  0.000
46 H -5.050 -3.777 0.088  0.000
47 H -2.031 -2.782 4.097  0.000
48 H -1.658 2.162 4.430  0.000
49 H 2.136 0.232 -4.345  0.001
50 H 2.549 1.378 -1.800  0.002
51 H 2.095 -4.050 -1.900  0.000
52 H -4.770 1.251 0.474  0.000
53 H -2.593 -2.175 -0.884  -0.002
54 H 3.269 -1.725 -5.308  0.000
55 H 3.249 -3.881 -4.080  0.000
56 H -0.319 0.742 -3.777  0.000
57 H -0.159 2.744 -1.474  -0.001
58 H 0.508 4.302 0.737  -0.001
59 H -2.935 -4.272 4.468  0.000
60 H 2.493 4.627 0.336  0.000
61 H -3.866 -4.236 2.085  0.000
62 H -1.207 1.083 -2.249  -0.001
63 H -2.538 -3.835 -0.296  -0.003
64 H 5.167 0.668 1.504  0.000
65 H 0.436 3.047 1.999  0.000
66 H -0.787 3.113 0.722  -0.001

As for the gap between HOMO and LUMO (alpha / beta): 0.2552 / 0.2476 Ha. The calculation puts the molar mass at 685.7 g mol⁻¹. Its LUMO energy (alpha / beta) is 2.5937 / 2.4734 eV. The energy above the lowest of the compared OMol25 structures with the same formula, charge and spin comes out at 96.41 kJ/mol. The calculation puts the calculated total energy at -94263.431 eV. Its expectation value of S² is 0.756. Its charge is -1. The spin multiplicity is 2. The value obtained for the largest force on an atom is 0.867 eV/A.